1.
21
Properties=species:S:1:pos:R:3:forces:R:3:mulliken_charge:R:1 method="wB97M-V/def2-TZVPD" lumo_ev="0.9 / -2.4" multiplicity=2 s_squared=0.75 homo_lumo_gap_ev="8.639 / 5.339"
C 1.36355 -0.60125 3.30326 -0.097 -0.587 -0.081 -0.803
N 1.82690 -1.55889 2.28519 0.173 0.567 -0.383 -0.409
C 1.02754 -1.53140 1.06963 -0.226 -1.203 0.387 -0.292
O 0.94615 -0.28230 0.53119 0.241 0.064 0.051 -0.443
H 1.28417 0.41634 2.93503 0.024 0.212 0.112 0.291
H 2.03297 -0.65242 4.15589 0.141 0.098 0.028 0.321
H 0.39132 -0.94640 3.65276 -0.130 0.135 -0.017 0.292
H 2.78304 -1.34612 2.01661 0.035 -0.024 0.198 0.263
H 0.05242 -1.97909 1.28801 -0.220 0.259 0.154 0.314
H 1.50011 -2.23150 0.36466 0.138 0.300 -0.232 0.329
C -1.97562 1.00358 -0.91681 0.316 -0.420 -0.233 -1.033
C -1.10983 1.01441 -2.14776 -0.158 -0.061 -0.017 0.797
C -1.62833 1.02085 -3.38063 0.060 -0.154 0.269 -1.017
N 0.24426 1.05943 -1.87953 0.073 0.207 -0.028 -0.436
H -1.86628 1.94301 -0.37713 -0.161 -0.013 0.101 0.257
H -1.64298 0.18557 -0.27181 0.018 0.140 0.148 0.198
H -3.00637 0.78885 -1.18535 -0.082 0.281 0.041 0.339
H -0.98804 0.92683 -4.24601 -0.078 0.151 -0.154 0.252
H -2.70102 1.06170 -3.49464 0.035 0.002 -0.188 0.248
H 0.59066 0.61630 -1.04202 -0.092 0.189 -0.119 0.349
H 0.87537 1.09249 -2.66053 -0.012 -0.142 -0.034 0.181

2.
21
Properties=species:S:1:pos:R:3:forces:R:3:mulliken_charge:R:1 method="wB97M-V/def2-TZVPD" lumo_ev="0.6 / 0.3" multiplicity=2 s_squared=0.75 homo_lumo_gap_ev="8.923 / 9.944"
N -0.96595 0.44377 3.09390 0.119 -1.015 -0.650 -0.694
C -0.30063 -2.60756 -0.78667 0.080 -0.306 2.115 -1.236
C 0.34632 -1.27741 -1.00857 -0.886 -0.208 -1.215 0.132
N 0.14089 -0.22738 -0.14486 1.653 0.950 3.606 -0.429
C 0.92239 1.93937 0.48136 -1.978 -1.053 -0.773 -1.369
C 0.64805 1.04030 -0.70644 -0.329 -2.053 1.394 0.312
C -0.34867 1.22323 -1.76701 -2.152 3.921 2.352 -0.216
O -1.47109 1.53867 -1.42296 -0.149 -0.522 -1.331 -0.483
H -1.17727 -2.48532 -0.13966 0.103 0.147 -0.063 0.288
H -1.64782 -0.17824 3.52954 0.144 0.310 0.308 0.240
H -0.99129 0.08397 2.09821 0.855 0.637 1.427 0.263
H -0.66803 -3.03383 -1.68330 -0.086 -0.408 -1.078 0.331
H 0.33089 -3.34608 -0.26838 0.040 0.262 -0.284 0.341
H -0.47490 -0.63196 -1.43629 -0.236 -1.612 -2.552 0.122
H 1.31264 -1.27456 -1.50131 0.072 -0.087 -0.561 0.302
H -0.05567 0.25781 3.58041 -1.102 0.032 -1.118 0.210
H 1.03516 2.91445 0.06906 0.849 1.017 0.420 0.384
H 0.02420 1.88963 1.11497 0.590 0.261 0.107 0.307
H 1.75810 1.37201 0.88931 0.231 1.046 0.626 0.361
H 1.53766 1.01085 -1.25414 2.129 -0.926 -0.725 0.390
H 0.04502 1.34825 -2.73718 0.056 -0.393 -2.004 0.443

| no. | energy (a.u.) |
| --- | --- |
| 1 | -382.94545 |
| 2 | -382.88273 |